No. 1
{"formula": "C27H54O27", "method": "ωB97M-V/def2-TZVPD", "species": ["C", "O", "C", "O", "O", "C", "H", "H", "H", "H", "H", "H", "C", "O", "C", "O", "O", "C", "H", "H", "H", "H", "H", "H", "C", "O", "C", "O", "O", "C", "H", "H", "H", "H", "H", "H", "C", "O", "C", "O", "O", "C", "H", "H", "H", "H", "H", "H", "C", "O", "C", "O", "O", "C", "H", "H", "H", "H", "H", "H", "C", "O", "C", "O", "O", "C", "H", "H", "H", "H", "H", "H", "C", "O", "C", "O", "O", "C", "H", "H", "H", "H", "H", "H", "C", "O", "C", "O", "O", "C", "H", "H", "H", "H", "H", "H", "C", "O", "C", "O", "O", "C", "H", "H", "H", "H", "H", "H"], "positions_angstrom": [[-56.46540, 6.39327, -2.75627], [-55.25745, 6.18202, -2.00928], [-55.02111, 6.97350, -0.99257], [-55.79782, 7.87175, -0.60542], [-54.06698, 6.36861, -0.25829], [-53.67301, 6.98408, 0.96460], [-56.67858, 5.66333, -3.53719], [-56.47060, 7.29775, -3.36450], [-57.29771, 6.45045, -2.05476], [-53.34929, 8.00690, 0.77189], [-52.79123, 6.57788, 1.46014], [-54.45410, 7.06581, 1.72046], [-51.49835, 9.59640, -9.80953], [-52.16048, 8.89273, -10.84081], [-53.29785, 8.22876, -10.61776], [-54.04480, 8.37554, -9.63256], [-53.29000, 7.27222, -11.42781], [-54.21068, 6.19217, -11.38896], [-52.09524, 9.98619, -8.98498], [-51.16254, 10.46011, -10.38341], [-50.63068, 9.07299, -9.40792], [-54.74715, 5.99592, -10.46063], [-53.75398, 5.26839, -11.74411], [-54.95687, 6.37159, -12.16298], [-54.02231, 13.77979, -3.90461], [-55.40489, 13.69210, -4.31459], [-55.86316, 14.35434, -5.35311], [-55.12431, 14.94387, -6.16373], [-57.25556, 14.13931, -5.40786], [-57.95799, 14.68415, -6.51348], [-53.77960, 14.84079, -3.84571], [-53.23460, 13.36383, -4.53275], [-53.91653, 13.33907, -2.91331], [-57.93100, 15.77207, -6.57503], [-59.03832, 14.53936, -6.51948], [-57.48332, 14.33753, -7.43143], [-52.82719, 5.83024, -4.39641], [-51.91744, 6.26926, -5.39233], [-50.57164, 6.26847, -5.09752], [-49.99017, 5.73354, -4.09547], [-49.95791, 7.04316, -6.13752], [-48.57681, 7.18028, -6.08458], [-53.77242, 5.71408, -4.92663], [-52.97089, 6.53623, -3.57848], [-52.48637, 4.87983, -3.98573], [-48.00476, 6.26626, -6.24405], [-48.24827, 7.38534, -5.06570], [-48.22475, 7.99067, -6.72286], [-56.19471, 10.72318, -7.61495], [-57.53177, 11.13128, -8.03942], [-57.75437, 12.02580, -8.95552], [-56.86676, 12.67095, -9.58313], [-59.10979, 12.18842, -9.05733], [-59.81779, 13.14021, -9.80203], [-56.30429, 9.86668, -6.94975], [-55.71954, 11.61382, -7.20377], [-55.63553, 10.40575, -8.49510], [-60.88559, 13.18980, -9.58886], [-59.57092, 13.05689, -10.86044], [-59.47005, 14.13227, -9.51393], [-55.90585, 10.90975, 1.32727], [-56.22114, 12.22253, 0.79433], [-57.30588, 12.86711, 1.13317], [-58.28850, 12.46759, 1.79017], [-57.24537, 14.02388, 0.55297], [-58.12585, 15.04276, 0.89880], [-56.01916, 11.00809, 2.40690], [-54.86898, 10.62666, 1.14600], [-56.52019, 10.19875, 0.77483], [-57.70838, 15.99238, 0.56404], [-58.32227, 15.12215, 1.96802], [-59.08320, 14.88048, 0.40359], [-51.25827, 7.56176, -1.36996], [-50.47981, 8.69860, -1.73724], [-50.83732, 9.87949, -1.41781], [-51.82223, 10.15914, -0.75415], [-49.83648, 10.79630, -1.74811], [-50.09278, 12.21387, -1.63717], [-51.36382, 7.38657, -0.29932], [-50.84389, 6.67156, -1.84316], [-52.25594, 7.54026, -1.80847], [-50.33811, 12.45932, -0.60389], [-50.97020, 12.47522, -2.22870], [-49.24638, 12.87773, -1.81322], [-52.77752, 8.88981, -6.52830], [-52.73276, 9.41822, -5.16980], [-53.91369, 9.58053, -4.57831], [-54.94134, 9.14717, -5.02173], [-53.70965, 10.20041, -3.33411], [-54.89014, 10.42847, -2.52310], [-53.27943, 9.48981, -7.28738], [-53.23515, 7.90156, -6.57339], [-51.75648, 8.79687, -6.89832], [-54.57675, 10.73288, -1.52450], [-55.57996, 9.58885, -2.43776], [-55.44061, 11.24922, -2.98294], [-61.82565, 10.51947, -7.58874], [-61.14039, 11.18166, -6.55034], [-60.10662, 10.53162, -5.95586], [-59.81950, 9.36272, -6.11628], [-59.47785, 11.44877, -5.14821], [-58.29754, 11.13817, -4.45096], [-62.84569, 10.88008, -7.72134], [-62.00509, 9.47079, -7.35174], [-61.32144, 10.49756, -8.55486], [-57.63014, 10.71788, -5.20330], [-58.58148, 10.39810, -3.70278], [-57.86129, 12.01998, -3.98171]], "atomic_forces_ev_per_a": [[-0.936, 0.958, -0.221], [0.335, -0.519, -1.870], [-3.337, 0.610, 2.851], [2.676, -1.498, -1.061], [0.623, 0.228, -0.016], [0.135, 1.870, 0.556], [0.739, -0.809, 0.674], [0.454, 0.495, 0.494], [0.020, -0.063, -0.097], [-0.235, 0.234, -0.229], [-0.187, -1.033, -0.693], [-0.359, -0.382, -0.347], [0.211, 1.667, -0.426], [-0.288, 0.017, -0.024], [-0.146, 1.361, 5.572], [1.138, 0.172, -2.195], [-0.305, -3.214, -2.774], [-1.384, -0.423, -0.951], [-0.434, -0.425, -0.298], [0.480, 0.217, 0.537], [-0.180, -0.418, -0.208], [0.496, 0.547, 0.242], [0.707, 0.300, 0.358], [-0.237, 0.280, 0.129], [0.263, 1.352, 0.101], [-0.094, -1.095, 0.955], [0.698, 0.723, -2.716], [-2.715, -1.154, 1.968], [2.000, 0.466, 0.706], [0.448, 1.111, -1.306], [0.018, 0.048, 0.166], [-0.726, -0.455, -0.618], [-0.507, -0.058, -0.158], [0.666, 0.227, 0.405], [0.253, -1.130, 0.624], [-0.282, -0.171, -0.127], [-0.190, -0.688, 0.247], [2.776, 0.424, 0.214], [1.416, -0.229, 1.574], [-2.568, 2.431, -4.586], [-2.475, -2.032, 1.891], [1.924, -0.190, 1.523], [0.072, -0.079, 0.134], [0.249, 0.192, -0.202], [-0.160, -0.010, 0.041], [-0.378, -0.279, -0.807], [-0.216, 0.553, 0.200], [-0.447, -0.200, -0.155], [-0.267, 0.637, -1.321], [-0.534, -1.149, 0.892], [1.938, 3.090, -2.259], [-3.083, -1.917, 1.726], [0.472, -1.717, 1.203], [1.506, 1.783, -0.647], [-0.168, 0.484, 0.105], [0.125, -0.286, 0.355], [0.046, 0.015, -0.009], [0.148, -1.011, 0.090], [-0.410, -0.202, -0.089], [0.196, 0.225, -0.006], [-0.659, 0.555, 0.048], [1.790, -0.754, -0.328], [-3.334, -1.876, 1.683], [2.595, 0.610, -1.044], [1.387, 1.310, -0.816], [-1.364, 0.781, 0.203], [-0.482, -0.710, -0.078], [0.056, 0.716, -0.399], [-0.200, -0.222, 0.720], [0.138, -0.237, -0.124], [0.188, -0.302, 0.058], [-0.072, 0.065, 0.003], [-0.815, -0.872, -0.382], [1.324, -2.086, -1.242], [-0.617, 3.520, 2.323], [0.570, 0.074, -0.895], [-0.343, -0.915, -0.533], [-1.343, -0.339, 1.265], [0.345, 0.488, -0.052], [0.786, 0.333, 0.154], [-0.155, 0.894, 0.140], [-0.298, -0.247, 0.171], [0.227, 0.090, -0.220], [0.344, -0.919, -0.774], [0.120, -0.443, -0.421], [0.170, 0.471, -0.628], [0.494, -0.057, 1.666], [-0.503, 0.472, 0.422], [-0.407, -1.210, -1.745], [-0.347, 0.497, -0.542], [-0.439, 0.512, 0.677], [0.000, 0.192, 0.296], [0.079, -0.007, 0.655], [0.363, -0.157, -0.242], [0.423, -0.259, -0.187], [-0.097, 0.098, 0.064], [-0.737, -1.692, -0.363], [0.660, 0.329, 0.404], [0.714, 0.013, 0.290], [-0.123, 1.465, 0.351], [-2.161, 0.405, -1.464], [0.082, -1.429, -0.337], [0.311, 0.814, 0.279], [0.358, -0.160, 0.287], [0.386, 0.499, 0.180], [0.479, -0.145, 0.500], [0.539, -0.138, 0.168], [-0.409, 0.091, -0.310]], "lumo_ha": 0.018, "de_lowest_ev": 4.391, "total_energy_ev": -84153.057, "gap_ev": 10.79, "multiplicity": 1, "charge": 0, "smiles": "COC(=O)OC.COC(=O)OC.COC(=O)OC.COC(=O)OC.COC(=O)OC.COC(=O)OC.COC(=O)OC.COC(=O)OC.COC(=O)OC", "molar_mass_g_mol": 810.70}

---

No. 2
{"formula": "C32H57N9O6P2SSiSnTe", "method": "ωB97M-V/def2-TZVPD", "species": ["Sn", "C", "N", "C", "C", "N", "C", "P", "C", "N", "C", "C", "N", "C", "C", "N", "C", "C", "N", "C", "H", "H", "H", "H", "H", "H", "H", "H", "H", "H", "H", "H", "H", "H", "H", "C", "C", "C", "C", "O", "Si", "S", "O", "C", "C", "C", "C", "O", "C", "C", "C", "C", "H", "H", "H", "H", "H", "H", "H", "H", "H", "H", "H", "H", "H", "H", "H", "H", "H", "H", "H", "H", "H", "H", "H", "H", "H", "H", "H", "C", "C", "O", "P", "O", "Te", "O", "C", "C", "H", "H", "H", "H", "H", "H", "H", "H", "H", "H", "N", "C", "C", "N", "C", "C", "N", "H", "H", "H", "H", "H"], "positions_angstrom": [[-0.12568, 0.14616, -1.17479], [-3.19266, 4.44471, -4.05744], [-2.93575, 3.20315, -3.34514], [-3.89974, 2.36012, -2.87850], [-3.24573, 1.33340, -2.25741], [-1.90401, 1.53845, -2.34343], [-1.72893, 2.67816, -3.00235], [-0.17734, 3.58172, -3.34189], [0.83068, 2.23650, -4.05234], [1.08471, 1.07185, -3.48102], [1.85832, 0.36616, -4.35231], [2.08830, 1.12319, -5.46621], [1.43520, 2.30577, -5.26986], [1.44188, 3.41949, -6.20181], [0.49566, 3.54031, -1.64204], [0.14748, 2.68977, -0.69334], [0.85729, 3.03595, 0.42019], [1.63918, 4.12057, 0.14144], [1.39622, 4.44064, -1.16563], [2.02394, 5.52400, -1.89911], [-4.25448, 4.50367, -4.27837], [-2.63966, 4.47711, -4.99372], [-2.91517, 5.30559, -3.45091], [-4.94792, 2.56365, -3.01195], [-3.66029, 0.48243, -1.74283], [2.17693, -0.63856, -4.12801], [2.65220, 0.92130, -6.36055], [1.32530, 3.04544, -7.21638], [2.38084, 3.96931, -6.13906], [0.62472, 4.10095, -5.98259], [0.73604, 2.47779, 1.33332], [2.32089, 4.68345, 0.75604], [2.18841, 6.36858, -1.23438], [1.37946, 5.84060, -2.71607], [2.98531, 5.21377, -2.30953], [-0.49449, -2.62625, 6.05287], [-1.17326, -2.39016, 4.71350], [-0.66190, -3.35947, 3.65895], [-2.68937, -2.41273, 4.81112], [-0.84476, -1.01771, 4.30879], [0.22577, -0.18179, 3.54600], [-1.61834, -0.93177, 0.83175], [0.12902, 1.38447, 3.61749], [-0.59571, 2.37354, 4.43632], [0.07550, 3.70183, 4.12834], [-2.05687, 2.35151, 4.02463], [-0.43013, 1.99609, 5.90118], [1.58595, -0.77209, 3.02007], [2.97913, -0.33717, 3.24797], [3.30488, 0.77281, 2.26504], [3.83780, -1.56865, 3.02578], [3.10313, 0.14427, 4.68829], [-0.71356, -3.63251, 6.40698], [-0.84568, -1.91501, 6.80044], [0.58762, -2.52346, 5.94883], [-0.92038, -4.37869, 3.94144], [0.42374, -3.27750, 3.56760], [-1.11867, -3.13114, 2.69479], [-3.04234, -3.41811, 5.03677], [-3.11855, -2.09711, 3.85960], [-3.03339, -1.73977, 5.59599], [-0.07245, 3.97589, 3.08395], [1.14611, 3.63962, 4.32855], [-0.34389, 4.48562, 4.75755], [-2.15965, 2.56336, 2.95954], [-2.61494, 3.09921, 4.58550], [-2.48401, 1.36775, 4.22625], [0.61951, 2.02250, 6.19680], [-0.82323, 0.99337, 6.07777], [-0.97846, 2.69786, 6.52703], [3.09329, 0.44807, 1.24691], [4.35944, 1.03445, 2.34255], [2.70410, 1.65719, 2.48171], [3.75644, -1.92573, 2.00085], [3.53838, -2.36757, 3.70458], [4.88087, -1.32390, 3.22292], [2.51844, 1.05265, 4.84363], [4.14313, 0.35765, 4.92776], [2.74497, -0.62696, 5.37484], [-1.77316, -5.57266, -4.78426], [-1.13120, -4.33419, -4.20391], [-1.72700, -4.07563, -2.89970], [-1.72203, -2.60082, -2.33304], [-0.38901, -1.92804, -2.38668], [-2.58404, -2.90768, -0.10382], [-2.67779, -1.73437, -3.26932], [-4.03934, -2.13355, -3.54071], [-4.24959, -2.30610, -5.03028], [-1.32429, -5.79211, -5.75207], [-2.84593, -5.43177, -4.91507], [-1.62023, -6.42080, -4.11863], [-1.27938, -3.46547, -4.84876], [-0.06063, -4.47859, -4.05945], [-4.68578, -1.34538, -3.15296], [-4.27435, -3.06181, -3.01302], [-4.00730, -1.38638, -5.56177], [-5.29349, -2.55426, -5.21905], [-3.62705, -3.10916, -5.42395], [2.55735, -4.85038, 0.97141], [2.71237, -3.69274, 0.28796], [1.69980, -2.71165, 0.22237], [1.90452, -1.55614, -0.37318], [3.09895, -1.33535, -0.93411], [4.08072, -2.30960, -0.89601], [3.89369, -3.47753, -0.29367], [1.66155, -5.13633, 1.31875], [3.31087, -5.51481, 0.93144], [0.72134, -2.88179, 0.66253], [3.25448, -0.37228, -1.40710], [5.05123, -2.16226, -1.35518]], "atomic_forces_ev_per_a": [[0.433, 0.044, -0.517], [0.003, 0.239, -0.082], [0.074, -0.148, 0.055], [-0.053, -0.085, 0.094], [-0.133, 0.031, -0.022], [0.171, -0.163, -0.075], [0.020, 0.080, 0.030], [0.034, -0.329, 0.121], [0.056, 0.047, -0.032], [-0.237, -0.017, 0.170], [-0.059, 0.027, 0.046], [0.072, -0.092, -0.009], [-0.070, -0.045, 0.028], [0.111, 0.180, -0.186], [-0.176, 0.106, 0.042], [0.092, 0.209, 0.024], [0.004, 0.063, -0.135], [-0.017, -0.075, 0.172], [-0.073, -0.056, 0.011], [0.227, 0.149, -0.124], [0.002, -0.032, 0.004], [-0.004, -0.049, 0.016], [0.003, -0.037, 0.015], [0.002, -0.006, -0.024], [0.007, -0.012, -0.013], [0.054, 0.011, -0.055], [-0.021, 0.033, -0.021], [-0.035, -0.019, 0.021], [-0.005, -0.032, 0.029], [-0.022, -0.050, 0.031], [0.117, 0.093, 0.117], [0.011, 0.044, -0.057], [-0.058, -0.014, 0.016], [-0.041, -0.006, 0.040], [-0.030, -0.046, 0.023], [-0.025, 0.159, -0.089], [-0.092, -0.451, 0.124], [-0.001, 0.268, -0.038], [0.103, 0.063, -0.054], [-0.054, 0.152, 0.058], [-0.005, -0.197, -0.047], [-0.179, 0.213, 0.136], [0.097, 0.022, -0.318], [-0.262, 0.319, 0.284], [0.011, -0.124, -0.057], [0.149, -0.166, -0.151], [0.110, -0.146, -0.179], [-0.199, -0.205, -0.052], [0.511, 0.119, 0.154], [-0.243, -0.089, -0.011], [-0.140, 0.008, -0.041], [-0.278, -0.116, -0.079], [0.000, -0.017, -0.002], [-0.015, 0.003, -0.004], [0.014, -0.054, 0.030], [0.016, -0.014, 0.025], [0.008, -0.073, -0.025], [0.041, -0.054, -0.009], [0.043, -0.022, 0.032], [-0.044, -0.012, 0.004], [-0.017, 0.009, -0.010], [-0.021, 0.026, -0.001], [-0.002, 0.011, 0.023], [-0.038, -0.005, -0.001], [-0.004, 0.025, -0.002], [-0.001, 0.007, 0.020], [-0.077, 0.027, 0.017], [0.014, 0.022, 0.007], [-0.054, 0.027, 0.080], [-0.015, 0.001, 0.009], [0.048, -0.020, -0.038], [0.007, 0.018, 0.005], [0.045, 0.048, 0.011], [-0.014, 0.014, -0.021], [0.009, -0.024, -0.012], [0.011, 0.010, -0.002], [0.043, 0.073, 0.025], [0.006, 0.029, 0.002], [0.083, -0.016, 0.029], [-0.026, 0.135, 0.197], [0.077, -0.231, -0.361], [-0.149, 0.248, 0.255], [0.188, -0.120, -0.951], [-0.011, 0.480, 0.391], [-0.125, -0.070, 0.488], [0.112, -0.180, 0.302], [-0.349, -0.103, -0.155], [0.153, 0.052, 0.129], [-0.007, -0.036, -0.005], [0.002, 0.005, -0.049], [0.025, -0.040, -0.049], [-0.019, 0.012, 0.052], [-0.028, 0.065, 0.089], [0.057, -0.024, 0.063], [0.035, 0.049, 0.038], [-0.012, 0.004, -0.002], [-0.007, -0.006, -0.019], [-0.020, -0.015, -0.014], [-0.004, -0.014, 0.058], [0.184, 0.305, -0.170], [-0.100, -0.087, 0.033], [0.147, -0.211, 0.041], [0.059, 0.049, -0.022], [-0.075, 0.026, 0.024], [-0.082, -0.155, 0.136], [-0.004, -0.047, -0.029], [-0.069, -0.075, -0.007], [-0.003, 0.025, 0.025], [0.032, -0.035, -0.044], [-0.032, 0.082, -0.029]], "lumo_ha": -0.178, "de_lowest_ev": 0.671, "total_energy_ev": -110215.887, "gap_ev": 7.08, "multiplicity": 1, "charge": 2, "molar_mass_g_mol": 1032.28}